Entry 1:
Entry from OMol25: a molecular structure, C50H37Cl5N7O3S3V (the ωB97M-V functional and the def2-TZVPD basis).

ΔE to the lowest compared entry with this formula, charge and spin = 0.00 kcal/mol
E_HOMO (spin up / spin down) = -4.483 / -4.487 eV
E_LUMO (spin up / spin down) = 1.425 / 1.774 eV
2S+1 = 2
charge = -1
expectation value of S² = 0.771

The geometry in XYZ format:
```
106
C50H37Cl5N7O3S3V | OMol25 | the ωB97M-V functional and the def2-TZVPD basis
V 1.268 0.686 -0.409
O 2.765 1.843 4.773
C 1.770 2.704 4.521
C 1.393 3.577 5.544
C 0.378 4.491 5.347
C -0.290 4.560 4.125
C 0.079 3.699 3.110
C 1.098 2.764 3.287
C 1.430 1.855 2.179
O 0.693 1.867 1.110
N 2.377 0.978 2.321
N 2.347 0.113 1.237
C 2.917 -1.029 1.454
C 2.962 -2.121 0.533
C 3.764 -3.235 0.829
C 3.790 -4.331 0.004
C 2.987 -4.334 -1.144
C 2.182 -3.260 -1.448
C 2.146 -2.134 -0.610
O 1.324 -1.147 -0.888
H 2.874 1.263 3.980
H 1.918 3.508 6.488
H 0.101 5.159 6.153
H -1.084 5.280 3.973
H -0.413 3.729 2.146
H 3.429 -1.143 2.403
H 4.350 -3.220 1.741
H 4.396 -5.191 0.251
H 2.988 -5.199 -1.795
H 1.548 -3.260 -2.327
Cl 4.932 1.124 0.066
C 4.330 0.712 -1.511
C 2.959 0.692 -1.777
C 2.616 0.466 -3.109
Cl 0.932 0.486 -3.538
C 3.540 0.240 -4.122
Cl 3.029 -0.029 -5.746
C 4.894 0.231 -3.810
Cl 6.068 -0.063 -5.039
C 5.290 0.476 -2.502
Cl 6.972 0.493 -2.121
C -2.863 3.779 0.407
C -3.757 3.693 -0.802
C -4.638 4.722 -1.119
C -5.495 4.636 -2.208
C -5.483 3.507 -3.012
C -4.599 2.477 -2.728
C -3.744 2.566 -1.638
N -2.860 1.489 -1.356
C -1.498 1.599 -1.350
N -1.008 2.665 -2.011
C 0.251 3.295 -1.837
C 1.323 2.659 -1.220
C 2.463 3.440 -1.008
C 2.549 4.757 -1.424
C 1.482 5.335 -2.098
C 0.318 4.617 -2.310
C -0.851 5.256 -3.018
N -0.752 0.703 -0.778
C -1.432 -0.347 -0.064
C -1.679 -0.208 1.295
C -2.322 -1.220 1.992
C -2.736 -2.359 1.325
C -2.508 -2.479 -0.039
C -1.846 -1.491 -0.756
C -1.582 -1.647 -2.230
H -3.160 4.612 1.043
H -1.818 3.928 0.125
H -2.905 2.859 0.993
H -4.662 5.600 -0.485
H -6.175 5.450 -2.424
H -6.150 3.430 -3.860
H -4.556 1.593 -3.352
H -3.235 0.601 -1.056
H -1.706 3.216 -2.481
H 3.313 3.011 -0.492
H 3.450 5.329 -1.236
H 1.547 6.356 -2.456
H -0.575 6.247 -3.377
H -1.719 5.376 -2.361
H -1.172 4.676 -3.889
H -1.320 0.678 1.802
H -2.457 -1.135 3.061
H -3.199 -3.172 1.869
H -2.832 -3.371 -0.564
H -2.047 -2.558 -2.607
H -0.509 -1.692 -2.414
H -1.971 -0.804 -2.807
S 1.939 -7.724 2.567
C 1.289 -6.194 2.703
S 2.127 -4.837 3.373
C 0.778 -3.742 3.007
N -0.213 -4.386 2.459
N 0.080 -5.741 2.314
C -0.918 -6.499 1.640
C -1.266 -7.776 2.054
C -2.262 -8.462 1.375
C -2.912 -7.881 0.295
C -2.561 -6.599 -0.106
C -1.565 -5.906 0.564
S 0.879 -2.083 3.338
H -0.756 -8.223 2.893
H -2.534 -9.459 1.698
H -3.689 -8.423 -0.230
H -3.063 -6.135 -0.947
H -1.278 -4.906 0.277
```

Entry 2:
Entry from OMol25: a molecular structure, C50H39Cl2O9P3S2W (the ωB97M-V functional and the def2-TZVPD basis).

ΔE to the lowest compared entry with this formula, charge and spin = 0.00 kcal/mol
E_HOMO (spin up / spin down) = -7.574 / -7.577 eV
E_LUMO (spin up / spin down) = -1.207 / -1.614 eV
2S+1 = 3
expectation value of S² = 2.013

The geometry in XYZ format:
```
106
C50H39Cl2O9P3S2W | OMol25 | the ωB97M-V functional and the def2-TZVPD basis
W 0.035 0.016 -0.117
Cl 3.760 1.198 6.259
C 2.694 0.870 4.935
C 1.315 0.763 5.192
C 0.428 0.514 4.181
Cl -1.259 0.427 4.489
C 0.873 0.353 2.838
O 0.008 0.133 1.914
C 2.264 0.475 2.616
C 2.758 0.298 1.305
O 2.044 0.036 0.327
C 3.170 0.734 3.665
H 0.953 0.883 6.204
H 3.832 0.379 1.119
H 4.227 0.823 3.452
O 1.040 0.781 -4.162
S 0.725 1.202 -2.835
O 1.819 1.312 -1.873
O -0.321 0.340 -2.170
C 0.032 2.830 -2.897
C -0.069 3.466 -4.122
C -0.469 4.794 -4.169
C -0.754 5.474 -2.997
C -0.671 4.823 -1.775
C -0.277 3.491 -1.707
P -0.346 2.647 -0.082
C 0.940 3.400 0.946
C 2.141 3.788 0.356
C 3.199 4.215 1.148
C 3.063 4.265 2.528
C 1.872 3.872 3.121
C 0.819 3.427 2.337
C -1.971 3.204 0.503
C -3.087 2.630 -0.109
C -4.360 3.056 0.232
C -4.531 4.061 1.173
C -3.426 4.653 1.764
C -2.147 4.232 1.427
H 0.183 2.918 -5.020
H -0.551 5.297 -5.124
H -1.057 6.512 -3.031
H -0.939 5.354 -0.869
H 2.259 3.743 -0.720
H 4.128 4.516 0.680
H 3.887 4.606 3.143
H 1.764 3.897 4.198
H -0.094 3.090 2.813
H -2.975 1.837 -0.833
H -5.216 2.584 -0.232
H -5.528 4.385 1.443
H -3.552 5.448 2.487
H -1.299 4.725 1.881
O -4.021 -0.891 -0.581
S -2.698 -1.377 -0.322
O -1.911 -1.766 -1.481
O -1.875 0.011 0.135
O -2.534 -2.260 0.811
C -0.370 -4.141 -0.146
P 0.580 -2.606 0.155
C 0.955 -2.788 1.930
C -0.131 -2.846 2.809
C 0.085 -2.919 4.176
C 1.377 -2.925 4.684
C 2.457 -2.848 3.820
C 2.248 -2.775 2.448
C 2.155 -2.917 -0.704
C 2.531 -2.089 -1.753
C 3.727 -2.299 -2.426
C 4.550 -3.351 -2.063
C 4.167 -4.207 -1.038
C 2.976 -3.995 -0.365
P -1.359 -4.478 -1.689
C -1.247 -6.317 -1.651
C -1.470 -7.004 -2.848
C -1.535 -8.386 -2.879
C -1.394 -9.120 -1.708
C -1.191 -8.455 -0.511
C -1.120 -7.066 -0.483
C -0.103 -4.102 -2.982
C 1.022 -4.893 -3.223
C 1.911 -4.566 -4.233
C 1.699 -3.428 -5.004
C 0.599 -2.623 -4.760
C -0.304 -2.963 -3.759
H -1.058 -4.242 0.693
H 0.409 -4.904 -0.034
H -1.142 -2.793 2.423
H -0.765 -2.958 4.845
H 1.540 -2.982 5.753
H 3.469 -2.844 4.207
H 3.101 -2.715 1.785
H 1.898 -1.275 -2.070
H 3.996 -1.641 -3.242
H 5.482 -3.518 -2.588
H 4.797 -5.044 -0.760
H 2.693 -4.671 0.433
H -1.585 -6.447 -3.771
H -1.699 -8.893 -3.822
H -1.449 -10.201 -1.731
H -1.089 -9.013 0.411
H -0.970 -6.578 0.472
H 1.190 -5.785 -2.630
H 2.775 -5.193 -4.414
H 2.398 -3.169 -5.790
H 0.438 -1.724 -5.342
H -1.164 -2.332 -3.566
```